# 1
Formula: C31H53N8O13
Source: the OMol25 dataset
Level of theory: ωB97M-V with the def2-TZVPD basis set

Calculated values
Relative energy (zero: lowest compared OMol25 entry of this formula, charge and spin)   5.43 kcal per mole
Highest occupied orbital energy   -6.5 eV
E_LUMO   0.0203 hartree
DFT total energy   -2628.5688 hartree
Net charge   -1

Last column: Löwdin charge in e.
Positions of all 105 atoms, in Å:
C  -22.68166  -39.26456  33.16115  -0.932
O  -23.66684  -39.96384  33.21427  -0.006
O  -21.51642  -39.83078  33.51284  0.048
O  -22.64543  -38.06352  32.93195  -0.031
H  -21.27152  -40.74411  33.34592  0.074
C  -26.95876  -42.94930  30.63535  -0.066
C  -27.69124  -44.00346  31.31769  -0.040
C  -27.55528  -44.21462  32.80422  0.043
C  -26.40631  -43.62168  33.58642  -0.091
C  -25.70145  -42.43552  32.76766  0.156
C  -25.99795  -42.20737  31.30277  -0.012
N  -26.10101  -43.90927  34.90274  -0.385
O  -26.78808  -44.77248  35.47823  0.039
O  -25.44546  -43.15192  35.56810  0.080
H  -27.18879  -42.84599  29.57048  0.106
H  -28.39360  -44.53401  30.74161  0.062
H  -27.91174  -45.08021  33.32377  0.074
H  -24.80447  -42.08740  33.24236  0.052
H  -25.61111  -41.56965  30.88021  -0.056
C  -21.68695  -40.35098  29.86173  -0.092
C  -21.37623  -41.17447  28.67069  0.008
C  -20.23288  -40.66891  27.66704  0.001
C  -19.57251  -39.44261  27.87643  -0.109
C  -19.91241  -38.64508  29.15144  0.058
C  -21.03869  -39.11549  29.97741  -0.059
N  -18.51741  -38.87519  26.89560  -0.327
O  -18.37853  -39.35540  25.74216  0.026
O  -17.80499  -37.95529  27.26708  0.065
H  -22.43728  -40.54794  30.48509  0.038
H  -21.74475  -42.19703  28.52512  0.078
H  -19.89738  -41.34262  26.70782  0.148
H  -19.33838  -37.80382  29.20613  0.034
H  -21.53439  -38.43483  30.80391  0.123
C  -26.39138  -37.08735  28.55224  -0.309
O  -26.99852  -36.90566  27.48985  -0.023
N  -25.48452  -38.07319  28.77347  -0.195
C  -24.98543  -38.32580  30.10878  -0.060
C  -25.02559  -38.92279  27.74436  -0.094
H  -26.63353  -36.46061  29.38997  0.129
H  -24.22812  -37.75514  30.51954  0.052
H  -24.17111  -39.10708  30.06853  0.068
H  -25.78664  -38.69054  30.87852  0.129
H  -25.66539  -39.76935  27.35748  0.084
H  -24.05517  -39.52098  27.99008  0.100
H  -25.06932  -38.24025  26.78892  0.117
C  -17.28202  -36.21390  31.11016  -0.263
O  -16.09072  -36.73778  31.14343  -0.074
N  -18.35336  -36.75937  31.76503  -0.165
C  -19.64130  -35.94962  31.68581  -0.045
C  -18.41297  -37.83871  32.65774  -0.059
H  -17.56703  -35.37530  30.39835  0.144
H  -19.34535  -34.88514  32.08135  0.110
H  -20.59729  -36.38193  32.17742  0.095
H  -19.85482  -35.88010  30.57768  0.077
H  -19.36264  -38.13996  32.96450  0.062
H  -18.27225  -37.53470  33.68703  0.109
H  -17.83724  -38.52740  32.55786  -0.030
C  -16.23406  -41.51385  32.24687  -0.311
O  -15.14909  -42.13338  32.08916  -0.046
N  -17.30481  -42.05419  32.86742  -0.206
C  -18.61933  -41.53965  32.77680  -0.084
C  -17.13337  -43.40914  33.55000  0.009
H  -16.42998  -40.43299  31.87185  0.156
H  -19.23280  -41.95343  31.98144  0.100
H  -18.74663  -40.55204  32.56298  0.021
H  -19.06295  -41.59532  33.85107  0.128
H  -18.15047  -43.59951  33.65344  0.037
H  -16.48013  -43.06697  34.32054  0.080
H  -16.59676  -44.16656  32.77816  0.138
C  -22.52568  -42.38296  35.23908  -0.304
O  -22.36748  -43.15002  34.27332  -0.006
N  -21.66693  -42.47327  36.32348  -0.153
C  -21.69832  -41.37381  37.37221  -0.034
C  -20.54926  -43.34541  36.27220  -0.087
H  -23.12547  -41.59624  35.39435  0.076
H  -22.56716  -41.62042  38.03054  0.080
H  -22.16313  -40.45945  36.90984  0.076
H  -20.75428  -41.07576  38.02280  0.124
H  -20.42053  -43.69679  37.22511  0.055
H  -19.58758  -42.84237  36.29064  0.082
H  -20.29418  -44.12467  35.66725  0.061
C  -26.08717  -37.31134  33.50877  -0.315
O  -26.50727  -36.48732  32.66811  -0.051
N  -26.82124  -37.77548  34.55073  -0.226
C  -26.21830  -38.74334  35.45512  -0.069
C  -28.17794  -37.27464  34.72209  -0.053
H  -25.13517  -37.83388  33.18683  0.122
H  -26.74935  -39.83211  35.41533  0.128
H  -26.40038  -38.17282  36.54337  0.132
H  -25.16597  -38.73255  35.25068  0.047
H  -28.15692  -36.13173  34.97557  0.132
H  -28.70125  -37.83380  35.51539  0.086
H  -28.67764  -37.54190  33.90160  0.032
C  -19.38722  -35.04922  35.84278  -0.282
O  -18.58828  -34.27320  36.45828  -0.042
N  -20.32932  -35.74087  36.49222  -0.218
C  -21.18972  -36.62405  35.67162  -0.040
C  -20.29895  -36.03624  37.87159  -0.092
H  -19.46208  -35.17781  34.90425  0.048
H  -22.15966  -36.09373  35.52545  0.100
H  -21.17189  -37.61545  36.05808  0.056
H  -20.90347  -36.75543  34.49445  0.112
H  -21.18082  -35.57429  38.33377  0.081
H  -19.50162  -35.35793  38.38741  0.109
H  -20.04097  -37.23927  38.04281  0.148

Forces on the atoms, in the same order (eV/Å):
-0.6 0.2 0.3
-2.7 -2.3 -0.3
3.8 0.2 0.7
0.8 2.1 -0.6
-1.3 -0.3 -0.2
-1.3 -2.3 1.8
2.0 2.4 3.6
4.0 0.6 -1.4
-1.4 4.0 -9.0
-2.0 -4.3 -0.6
-7.1 -12.1 11.4
-2.8 -0.3 3.2
0.6 -0.6 -1.2
1.8 0.9 -0.3
0.3 0.3 0.4
-0.9 -0.8 -0.2
-1.1 -0.3 -0.1
0.2 0.9 0.0
7.6 11.8 -7.4
4.2 -0.4 -6.8
3.3 2.8 0.1
-1.4 -1.7 0.2
-1.6 0.2 3.0
-3.0 -5.3 -2.7
1.4 2.7 0.3
0.8 -0.5 -1.4
-1.2 0.2 2.6
-1.1 -0.6 0.6
-2.9 -1.2 2.5
0.0 0.7 0.0
-1.1 1.8 2.6
0.9 2.4 0.9
1.7 -1.1 -1.5
-0.9 -0.5 -1.7
1.0 -0.4 0.7
0.0 0.3 1.6
-0.8 -3.7 1.0
0.6 -0.9 -3.6
0.3 0.2 0.9
0.4 3.2 1.1
-1.6 -0.6 -0.5
1.6 1.0 -1.4
-0.3 0.7 1.1
-1.3 1.9 -0.5
1.0 -1.4 1.5
3.4 -3.2 0.0
-4.6 2.3 0.0
-1.8 2.3 -1.3
0.6 1.2 -0.7
-4.8 7.5 3.5
0.4 -0.7 1.0
-1.2 -1.9 -0.6
2.0 0.4 -0.5
-0.1 0.3 1.2
-2.4 -1.0 -1.3
1.3 0.9 0.8
6.9 -8.2 -2.0
1.6 -0.3 -0.9
-2.4 1.7 0.6
1.6 -0.8 -0.7
-1.5 -1.5 2.6
2.1 1.4 -4.5
0.4 -1.5 0.4
-0.3 -1.0 0.3
0.7 3.1 -0.6
0.1 -0.3 -1.9
-1.4 -1.4 1.4
0.2 -1.1 1.3
-1.2 1.8 2.0
4.8 -4.1 -0.4
-1.0 1.5 1.2
-0.5 1.4 -0.8
-1.4 0.3 0.3
1.8 2.4 2.0
-3.2 2.8 -0.4
1.1 -0.2 0.3
1.2 -0.5 0.0
-1.8 -1.1 -1.9
-0.2 -1.7 2.8
0.3 1.3 -0.7
-1.2 -2.0 -2.5
-0.3 0.1 -3.1
0.1 -0.6 1.7
0.8 -0.2 -0.4
-2.6 0.7 2.7
2.1 1.8 3.8
-0.5 0.3 1.4
1.4 2.6 0.2
0.6 -2.2 -2.3
0.5 -0.6 -0.1
-0.3 -2.1 -0.7
0.6 0.3 0.1
-2.2 -0.1 -3.6
2.3 3.4 9.5
-1.6 -2.0 -2.1
-0.2 -1.7 -2.1
0.0 1.7 -3.3
2.1 -0.1 2.3
0.0 -0.5 -7.3
0.2 -1.1 0.6
-0.6 -0.7 0.4
0.0 0.5 2.9
-0.4 -1.3 0.2
-0.8 -1.6 -1.2
-1.1 3.3 -0.1

=====

# 2
Formula: C13H19N2O6
Source: the OMol25 dataset
Level of theory: ωB97M-V with the def2-TZVPD basis set

Calculated values
Relative energy (zero: lowest compared OMol25 entry of this formula, charge and spin)   72.10 kcal per mole
Highest occupied orbital energy   -12.7 eV
E_LUMO   -0.2027 hartree
DFT total energy   -1067.3276 hartree
Net charge   +1

Last column: Löwdin charge in e.
Positions of all 40 atoms, in Å:
N  -0.34933  -1.75708  1.19229  -0.021
C  0.55059  -0.82271  0.43303  -0.197
C  -0.13693  -0.09247  -0.82744  -0.331
O  0.77666  -0.27137  -1.96463  -0.083
C  -1.56723  -0.68381  -1.24767  -0.104
C  -2.79339  -0.17919  -0.36259  -0.011
C  -2.76160  1.17419  0.41864  0.077
N  -3.85495  1.62689  1.25908  0.049
C  -5.06266  0.87010  1.43988  0.025
C  -5.26933  -0.50303  0.70517  0.072
C  -4.11660  -1.03050  -0.21433  0.044
C  -4.32733  -2.43436  -0.98338  -0.344
O  -3.83766  -2.60930  -2.13419  0.091
O  -5.08984  -3.50380  -0.45807  0.084
H  0.19586  -2.64154  1.27146  0.084
H  -0.33874  -1.39436  2.16900  0.078
H  1.45334  -1.41619  0.04849  0.133
H  0.94180  -0.01177  1.14884  0.118
H  -0.16875  1.02657  -0.60018  0.129
H  0.71377  -1.24124  -2.15908  0.110
H  -1.75956  -0.44747  -2.36427  0.156
H  -1.53525  -1.83294  -1.17460  0.130
H  -1.85380  1.87015  0.36189  0.141
H  -3.74004  2.53035  1.75964  0.173
H  -5.87478  1.27035  2.14630  0.146
H  -6.23443  -1.11039  0.85854  0.130
H  -5.20449  -3.42945  0.51858  0.124
C  5.86960  1.71618  -1.23348  -0.018
C  4.84778  0.93535  -0.43537  -0.342
C  3.62224  1.72919  -0.08856  -0.109
O  3.19357  1.11990  1.12470  0.028
C  4.30739  0.59135  1.70950  -0.535
O  4.34983  0.18131  2.83363  0.161
O  5.36275  0.59393  0.84936  0.095
H  6.72147  1.07849  -1.48312  0.091
H  5.43975  2.10132  -2.16094  0.093
H  6.26687  2.55241  -0.65128  0.096
H  4.58979  0.00660  -0.95651  0.161
H  2.84741  1.65162  -0.85418  0.133
H  3.82620  2.78673  0.10587  0.143

Forces on the atoms, in the same order (eV/Å):
1.4 0.2 0.8
0.3 0.5 0.2
0.4 -0.5 0.0
-1.4 -0.7 0.9
-0.3 0.0 0.2
-2.5 1.0 1.9
-1.5 -2.4 -0.6
-0.4 -3.3 -1.7
1.0 -2.3 -1.9
3.6 2.2 -0.4
-0.5 2.4 2.2
1.3 -1.3 -3.6
-1.9 1.3 5.0
1.4 2.8 0.4
-0.9 0.7 0.0
-0.3 -0.6 -0.9
-1.2 1.1 0.4
-0.4 -1.2 -1.2
0.0 -1.5 -0.7
0.3 1.2 0.0
0.2 -0.1 1.9
-0.1 1.8 0.0
-1.7 -1.2 0.2
-0.2 -1.0 -0.5
1.6 -0.5 -1.3
1.7 1.3 -0.3
0.1 0.0 -0.8
0.4 -0.2 0.1
0.6 0.4 -0.9
-0.6 0.3 -0.4
0.3 -0.2 0.3
0.4 -0.5 1.2
-0.2 0.3 -1.0
-0.7 0.0 0.5
-0.1 0.0 -0.1
0.0 -0.1 0.1
-0.2 0.0 0.0
-0.1 0.1 0.1
0.0 -0.1 0.2
0.2 -0.1 -0.1

=====

# 3
Formula: C3H11NO2Si
Source: the OMol25 dataset
Level of theory: ωB97M-V with the def2-TZVPD basis set

Calculated values
Relative energy (zero: lowest compared OMol25 entry of this formula, charge and spin)   43.21 kcal per mole
Highest occupied orbital energy   -9.3 eV
E_LUMO   0.0376 hartree
DFT total energy   -615.6799 hartree
SMILES   CN[SiH](OC)OC

Last column: Löwdin charge in e.
Positions of all 18 atoms, in Å:
C  0.16325  -2.70249  0.38406  -0.164
C  -1.26896  1.54494  -1.82315  -0.135
C  1.32859  1.53772  1.55475  -0.101
N  -0.07859  -1.59289  -0.53864  -0.144
O  -0.11587  0.96964  -1.20735  -0.292
O  0.85411  0.22391  1.19691  -0.271
Si  -0.29967  -0.04462  0.07275  0.268
H  0.00760  -3.69168  -0.06703  0.078
H  1.17274  -2.51890  0.78406  0.081
H  -0.58423  -2.69761  1.11670  0.047
H  -1.54702  2.39983  -1.14918  0.089
H  -1.98014  0.65033  -1.73844  0.093
H  -0.86467  1.92200  -2.72490  0.066
H  2.15911  1.75313  0.85648  0.093
H  1.69683  1.39048  2.55677  0.076
H  0.43745  2.17359  1.42312  0.081
H  0.58319  -1.63907  -1.31597  0.092
H  -1.66374  0.32170  0.61908  0.044

Forces on the atoms, in the same order (eV/Å):
1.0 0.2 -1.1
0.0 -1.2 3.0
-0.6 -1.4 -1.2
-0.1 -1.2 -0.7
1.1 0.0 0.5
0.2 -0.2 0.0
-0.1 1.1 -0.1
0.6 0.3 -0.3
-0.4 -0.9 0.4
-0.9 0.3 1.6
-0.5 -0.7 -0.9
0.0 2.0 -1.3
-0.7 0.1 -1.4
-0.5 0.5 0.5
0.0 0.7 0.4
0.9 0.6 0.5
-0.5 0.2 0.2
0.5 -0.5 0.0

=====

# 4
Formula: C9H18F3GaNO2
Source: the OMol25 dataset
Level of theory: ωB97M-V with the def2-TZVPD basis set

Calculated values
Relative energy (zero: lowest compared OMol25 entry of this formula, charge and spin)   0.00 kcal per mole
Highest occupied orbital energy   -4.5 eV
E_LUMO   0.1006 hartree
DFT total energy   -2783.3204 hartree
Net charge   -1

Last column: Löwdin charge in e.
Positions of all 34 atoms, in Å:
C  1.67802  -2.35307  -0.46870  -0.172
C  2.33076  -1.44015  0.23584  -0.305
Ga  1.44468  0.08547  1.22046  0.312
C  1.48117  1.69793  -0.04356  -0.313
C  2.78956  2.44644  0.02630  -0.308
O  3.19587  3.14574  -1.18328  -0.138
C  2.37708  4.21479  -1.51651  -0.146
C  1.59625  3.99178  -2.80884  -0.591
F  0.37193  3.47222  -2.61695  0.126
F  2.23780  3.20018  -3.67418  0.144
F  1.40212  5.18708  -3.43396  0.092
H  0.60131  -2.46648  -0.38536  0.006
H  2.18237  -3.02382  -1.16533  0.018
H  3.42017  -1.52916  0.20587  0.006
H  -0.08134  -0.25471  1.58090  -0.092
H  2.23233  0.46385  2.59318  -0.108
H  1.33008  1.36673  -1.07397  0.050
H  0.65713  2.37058  0.21661  0.031
H  2.76887  3.17791  0.84499  0.108
H  3.62625  1.77814  0.22694  0.096
H  2.99003  5.10305  -1.69304  0.131
H  1.64441  4.43142  -0.73449  0.135
C  -3.12765  -1.44647  1.30722  -0.018
C  -2.44016  -2.79465  1.32625  -0.546
O  -1.24869  -2.88822  1.51003  0.038
N  -3.21711  -3.90931  1.11973  -0.006
C  -4.63864  -3.97074  0.88153  -0.102
H  -2.35572  -0.69964  1.47797  0.046
H  -3.60333  -1.26078  0.34251  0.081
H  -3.88662  -1.37834  2.08923  0.078
H  -2.69355  -4.76965  1.14001  0.131
H  -5.14735  -4.55383  1.65413  0.075
H  -4.86068  -4.42537  -0.08765  0.076
H  -5.05736  -2.96894  0.88612  0.066

Forces on the atoms, in the same order (eV/Å):
-0.2 -0.3 -0.3
0.2 0.3 0.5
-0.1 -0.1 0.3
0.1 0.4 -0.1
0.0 -0.3 0.3
-0.1 0.1 0.0
0.1 -0.1 0.0
-0.1 0.0 0.0
0.1 0.0 0.0
0.0 0.1 0.0
0.0 0.0 0.0
-0.1 0.1 -0.2
0.0 -0.3 0.2
0.1 0.2 -0.3
-0.1 0.1 -0.1
0.1 0.1 -0.1
-0.1 -0.2 0.0
-0.1 0.0 -0.1
0.0 0.0 0.0
0.1 0.0 -0.2
0.0 0.0 0.0
0.0 0.1 0.0
0.0 0.0 0.0
-0.1 0.3 0.0
0.0 -0.4 0.1
0.0 0.0 0.0
0.1 -0.1 0.0
0.0 0.0 0.0
0.0 0.0 0.0
0.0 0.0 0.0
0.0 0.0 0.0
0.0 0.0 0.0
0.0 0.0 0.0
0.0 0.0 0.0

=====

# 5
Formula: C3H8N3O
Source: the OMol25 dataset
Level of theory: ωB97M-V with the def2-TZVPD basis set

Calculated values
Relative energy (zero: lowest compared OMol25 entry of this formula, charge and spin)   105.80 kcal per mole
Highest occupied orbital energy   -13.6 eV
E_LUMO   -0.1479 hartree
DFT total energy   -358.2278 hartree
Net charge   +1

Last column: Löwdin charge in e.
Positions of all 15 atoms, in Å:
C  1.11866  0.18111  -1.05510  0.000
C  0.01573  0.24249  0.89994  -0.397
C  -0.91837  -1.22050  -0.92302  0.004
N  0.04660  -0.26821  -0.45388  -0.069
N  1.81728  0.95216  -0.25467  0.124
N  -1.19492  0.74782  1.31183  0.119
O  1.17482  1.05987  0.97177  0.038
H  1.40534  -0.04223  -2.06928  0.184
H  0.18342  -1.21360  1.87152  0.250
H  -1.65619  -1.36242  -0.13580  0.099
H  -1.41492  -0.85597  -1.82213  0.112
H  -0.43534  -2.17371  -1.14013  0.110
H  2.64073  1.52294  -0.38663  0.196
H  -1.31869  0.80487  2.31189  0.108
H  -1.46416  1.62539  0.87371  0.122

Forces on the atoms, in the same order (eV/Å):
0.2 0.2 0.1
0.3 -4.0 2.1
-0.5 -0.7 -0.5
0.6 1.1 0.4
-0.4 -0.5 0.1
0.0 0.5 0.0
-0.1 0.3 -0.1
0.1 0.0 -0.1
-0.2 3.4 -2.0
0.1 0.1 -0.1
0.0 0.0 0.1
0.0 0.0 0.1
-0.1 -0.1 0.0
0.0 -0.2 0.0
0.1 0.0 -0.1

=====

# 6
Formula: C6H13NO
Source: the OMol25 dataset
Level of theory: ωB97M-V with the def2-TZVPD basis set

Calculated values
Relative energy (zero: lowest compared OMol25 entry of this formula, charge and spin)   106.59 kcal per mole
Highest occupied orbital energy (spin up / spin down)   -6.9 / -6.7 eV
E_LUMO (spin up / spin down)   0.0112 / -0.0039 hartree
DFT total energy   -366.2640 hartree

Last column: Löwdin charge in e.
Positions of all 21 atoms, in Å:
C  -2.26496  -1.04011  -1.16594  -0.058
N  -2.59054  -1.66811  -0.03949  0.022
C  -0.69419  0.34057  0.07600  -0.387
O  -1.28064  0.09234  1.19428  -0.170
H  -2.30556  -1.03258  0.83324  0.102
H  -2.17910  -2.58864  0.06653  0.094
H  -0.92629  1.22060  -0.52829  0.123
H  -2.76814  -0.10820  -1.38227  0.083
H  -1.81034  -1.57852  -1.98750  0.086
C  1.57407  0.36472  1.64483  -0.048
C  1.76303  1.60896  -0.59650  -0.059
C  1.16978  0.49505  0.21217  -0.390
C  0.47152  -0.58147  -0.45492  -0.114
H  1.29443  1.69536  -1.57846  0.079
H  0.73959  -0.02898  2.23173  0.078
H  2.42159  -0.32295  1.74813  0.086
H  1.86881  1.32842  2.06384  0.081
H  2.83348  1.42756  -0.75963  0.087
H  1.67394  2.56923  -0.08280  0.083
H  0.43583  -1.54931  0.03812  0.119
H  0.57369  -0.64392  -1.53303  0.103

Forces on the atoms, in the same order (eV/Å):
-0.2 -0.2 0.4
0.5 0.3 0.3
1.0 0.2 0.0
-0.2 -0.4 0.0
0.0 0.3 -0.5
0.0 0.0 -0.1
0.0 -0.1 0.0
0.1 0.1 0.1
0.0 0.0 0.0
0.0 -0.1 0.0
0.0 0.0 0.0
-0.9 0.0 0.0
-0.2 0.0 -0.1
0.0 0.0 0.0
0.0 0.0 0.0
0.0 0.0 0.0
0.0 0.0 0.0
0.0 0.0 0.0
0.0 0.0 0.0
0.0 0.0 0.0
0.0 0.0 0.0

=====

relative energy (zero: lowest compared OMol25 entry of this formula, charge and spin) of number 2 (C13H19N2O6)? 72.10 kcal per mole